[1]
Below is a cluster of 9 separate species, C32H48F6O24P in total, with properties calculated with wB97M-V/def2-TZVPD.

CARTESIAN COORDINATES (ANGSTROEM)
P: -0.3184 0.2212 0.1156
F: -0.3521 -1.1893 -0.7320
F: -0.6134 0.9755 -1.3060
F: -1.8839 0.0308 0.4132
F: -0.3249 1.6409 0.8521
F: 0.0371 -0.6162 1.4599
F: 1.2759 0.2741 -0.1731
C: -2.9017 2.9655 -2.5710
C: -3.1548 3.0131 -1.0886
C: -2.3293 4.0096 -0.2790
O: -3.2564 4.4409 0.7258
C: -4.5188 4.1827 0.3091
O: -5.5033 4.5130 0.8757
O: -4.4916 3.5095 -0.8682
H: -3.6104 2.3375 -3.1082
H: -1.8993 2.5835 -2.7829
H: -2.9557 3.9666 -3.0096
H: -3.0314 2.0133 -0.6639
H: -2.0156 4.8811 -0.8573
H: -1.4902 3.5205 0.2063
C: -2.9715 -4.7436 2.9050
C: -2.6539 -3.5280 3.7560
C: -2.1147 -2.3455 2.9340
O: -3.2434 -1.4825 2.8060
C: -4.2304 -1.8657 3.6411
O: -5.2489 -1.2782 3.7988
O: -3.9079 -3.0182 4.2666
H: -3.4805 -5.4991 3.5069
H: -2.0751 -5.1741 2.4630
H: -3.7151 -4.4674 2.1540
H: -2.0369 -3.7635 4.6198
H: -1.7997 -2.6452 1.9365
H: -1.2972 -1.8237 3.4260
C: 2.2128 4.9230 0.0903
C: 2.0847 4.0324 -1.1140
C: 2.3664 4.6923 -2.4609
O: 3.0369 3.6757 -3.2091
C: 3.4349 2.6976 -2.3624
O: 4.0312 1.7212 -2.6807
O: 3.1343 3.0232 -1.0868
H: 2.0901 4.3555 1.0118
H: 1.3905 5.6454 0.0729
H: 3.1533 5.4705 0.1065
H: 1.1516 3.4687 -1.0883
H: 2.9954 5.5785 -2.3714
H: 1.4339 4.9716 -2.9520
C: -2.0482 2.2125 3.6249
C: -1.1864 1.0710 4.0719
C: 0.2954 1.4020 4.2418
O: 0.6495 0.8051 5.4923
C: -0.4727 0.5080 6.1874
O: -0.4905 0.0950 7.2988
O: -1.5726 0.7563 5.4474
H: -1.8871 3.0935 4.2523
H: -3.1121 1.9833 3.6504
H: -1.8017 2.5429 2.6125
H: -1.3313 0.1659 3.4921
H: 0.4913 2.4757 4.2598
H: 0.9043 0.9661 3.4516
C: -3.7280 -1.7960 -2.3696
C: -3.8943 -2.2684 -0.9385
C: -5.2256 -1.7973 -0.3290
O: -5.8612 -2.9909 0.1121
C: -5.1308 -4.0688 -0.2429
O: -5.4202 -5.1928 0.0187
O: -4.0371 -3.6972 -0.9301
H: -4.6045 -2.0668 -2.9576
H: -2.8601 -2.2592 -2.8419
H: -3.5797 -0.7140 -2.3672
H: -3.0685 -1.9363 -0.3122
H: -5.8669 -1.2440 -1.0166
H: -5.0568 -1.1370 0.5246
C: 6.6816 0.2504 -1.5317
C: 6.0653 1.1535 -0.4890
C: 4.9251 0.5307 0.3148
O: 5.2612 0.8713 1.6795
C: 6.5040 1.3813 1.7424
O: 7.0346 1.7552 2.7385
O: 7.0774 1.3950 0.5164
H: 5.9877 0.0853 -2.3553
H: 6.9719 -0.7201 -1.1254
H: 7.5988 0.7059 -1.9098
H: 5.7513 2.1028 -0.9171
H: 4.8286 -0.5465 0.2168
H: 3.9683 1.0136 0.1367
C: 1.6636 -0.8361 -3.5958
C: 0.3118 -1.4663 -3.8226
C: -0.6260 -0.5767 -4.6389
O: -1.3228 -1.5151 -5.4558
C: -0.5911 -2.6564 -5.5438
O: -0.8295 -3.5512 -6.2861
O: 0.4361 -2.6257 -4.6699
H: 2.0701 -0.5222 -4.5550
H: 2.3670 -1.4835 -3.0683
H: 1.5722 -0.0088 -2.8880
H: -0.1653 -1.7355 -2.8812
H: -0.0714 0.1817 -5.1958
H: -1.3675 -0.0881 -4.0092
C: 1.6476 -3.6294 -0.8514
C: 2.6534 -2.7064 -0.2272
C: 2.7724 -2.7751 1.2916
O: 4.1794 -2.7369 1.5161
C: 4.8442 -2.9858 0.3692
O: 6.0190 -3.1420 0.2863
O: 3.9904 -3.0562 -0.6776
H: 1.8947 -4.6850 -0.7281
H: 1.5931 -3.4529 -1.9285
H: 0.6478 -3.4524 -0.4536
H: 2.5266 -1.6814 -0.5747
H: 2.3308 -3.6824 1.7058
H: 2.2907 -1.9115 1.7452

Forces on atoms 1 to 2 (eV/Å):
0.541 -1.662 -1.260
-0.141 -0.031 0.292

The energy above the lowest of the compared OMol25 structures with the same formula, charge and spin is 0.0 kcal per mole. Its gap between HOMO and LUMO is 10.5103 eV. For the LUMO energy, the calculation gives 0.0566 Ha. The total energy comes out at -108709.9930 eV. The total charge is -1.

***

[2]
Below is a structure of composition C9H18Cl3N2O3Pt, with properties calculated with wB97M-V/def2-TZVPD.

CARTESIAN COORDINATES (ANGSTROEM)
Pt: -0.8183 -1.4364 -1.6744
C: -1.1068 3.3744 -1.0162
N: -1.1273 2.4355 0.1048
C: -1.4907 2.9818 1.4083
C: -0.8452 1.1540 -0.0868
O: -0.5468 0.6940 -1.2052
C: -0.9293 0.2224 1.1133
O: -0.3751 -1.0441 0.8314
C: 0.9917 -1.2158 1.1657
C: 1.9064 -1.2502 -0.0564
O: 1.4391 -1.2588 -1.2000
N: 3.2191 -1.2880 0.1743
C: 4.1568 -1.3660 -0.9441
C: 3.8155 -1.4378 1.4950
H: -2.1094 3.7670 -1.1875
H: -0.4286 4.1977 -0.7950
H: -0.7709 2.8641 -1.9114
H: -1.9194 3.9675 1.2555
H: -2.2384 2.3676 1.9093
H: -0.6197 3.0878 2.0581
H: -0.4699 0.6664 1.9982
H: -1.9883 0.0478 1.3175
H: 1.3107 -0.4249 1.8471
H: 1.0790 -2.1753 1.6797
H: 3.6194 -1.2544 -1.8783
H: 4.8903 -0.5654 -0.8530
H: 4.6705 -2.3280 -0.9373
H: 3.2516 -0.9234 2.2691
H: 3.9018 -2.4928 1.7655
H: 4.8151 -1.0108 1.4697
Cl: -4.7807 -3.0798 -1.1727
C: -4.9129 -1.3650 -1.5422
Cl: -3.4376 -0.4594 -1.1035
H: -5.7245 -0.9471 -0.9590
H: -5.0836 -1.2307 -2.6032
Cl: -1.3436 -3.2738 -2.7363

Forces on atoms 1 to 2 (eV/Å):
0.690 0.771 0.895
-0.005 -0.026 -0.130

The energy above the lowest of the compared OMol25 structures with the same formula, charge and spin is 1.4 kcal per mole. Its spin multiplicity is 3. Its gap between HOMO and LUMO (alpha / beta) is 9.7708 / 7.3792 eV. For the LUMO energy (alpha / beta), the calculation gives -0.0885 / -0.1784 Ha. Its expectation value of S² is 2.005. The total energy comes out at -59554.5795 eV. The total charge is +1.

***

[3]
Below is an isolated molecule of C8H12P2, with properties calculated with wB97M-V/def2-TZVPD.

CARTESIAN COORDINATES (ANGSTROEM)
C: -3.8407 -0.2706 -0.6281
C: -3.2354 -1.0109 0.3501
C: -3.3876 0.9016 -0.9849
C: -2.0383 -0.5347 0.9036
C: -2.3093 1.4953 -0.3194
C: -1.6428 0.7121 0.6061
C: 1.9448 -1.1298 -0.7496
C: 2.9141 0.0768 -0.7872
P: 0.1578 1.2736 0.8373
P: 2.6076 1.4863 0.3679
H: -4.7316 -0.6985 -1.0592
H: -3.5702 -1.9410 0.7201
H: -3.6666 1.3073 -1.9139
H: -1.3661 -1.1281 1.5431
H: -2.0572 2.4848 -0.4316
H: 2.4243 -2.1249 -0.8072
H: 1.3839 -0.9994 0.1535
H: 1.1863 -1.1645 -1.4956
H: 2.7801 0.4655 -1.7325
H: 3.8721 -0.2934 -0.5879
H: 0.1756 1.0441 2.2525
H: -0.4404 2.4985 1.2651

Forces on atoms 1 to 2 (eV/Å):
-2.232 -3.911 1.012
1.754 0.376 1.448

The energy above the lowest of the compared OMol25 structures with the same formula, charge and spin is 46.5 kcal per mole. Its gap between HOMO and LUMO (alpha / beta) is 6.1370 / 6.1375 eV. For the LUMO energy (alpha / beta), the calculation gives -0.0218 / -0.0218 Ha. The total energy comes out at -27063.6686 eV. Its SMILES is CCP=[PH2]c1ccccc1. The total charge is 0.

***

[4]
Below is a structure of composition C5H7NO, with properties calculated with wB97M-V/def2-TZVPD.

CARTESIAN COORDINATES (ANGSTROEM)
O: 1.2561 2.2365 -0.8772
C: 0.4956 1.4497 -0.4082
C: 1.3486 -0.0603 0.3216
C: 0.5248 -1.2339 -0.1072
C: -0.7970 -1.1156 -0.2105
C: -1.5370 0.1800 0.0007
N: -0.7522 1.4195 0.0284
H: 1.6115 -0.1067 1.3926
H: 2.2883 0.0729 -0.2153
H: 1.0230 -2.1755 -0.3319
H: -1.4079 -1.9677 -0.5008
H: -2.1233 0.1396 0.9271
H: -2.2724 0.2998 -0.8054
H: 0.3418 0.8617 0.7861

Forces on atoms 1 to 2 (eV/Å):
-0.357 -0.393 0.209
0.114 0.451 -0.145

The energy above the lowest of the compared OMol25 structures with the same formula, charge and spin is 107.1 kcal per mole. Its gap between HOMO and LUMO is 9.7805 eV. For the LUMO energy, the calculation gives 0.0285 Ha. The total energy comes out at -8831.5601 eV. The total charge is 0.

***

[5]
Below is a cluster of 2 separate species, C3H6INOS in total, with properties calculated with wB97M-V/def2-TZVPD.

CARTESIAN COORDINATES (ANGSTROEM)
C: 0.3535 -0.9598 0.1909
C: 1.1611 -0.1155 -0.7566
C: -0.3410 0.0576 1.1035
N: 0.6103 1.1659 -1.0183
O: -0.6414 2.8130 0.3783
S: -0.6219 1.4400 -0.0721
I: -3.1921 -1.2171 -1.5338
H: -0.6299 -1.0973 -0.3881
H: 0.6852 -1.7410 0.8215
H: 2.1554 -0.0651 -0.3337
H: 1.4163 -0.5390 -1.7453
H: -1.2853 -0.2767 1.4915
H: 0.3298 0.5350 1.8620

Forces on atoms 1 to 2 (eV/Å):
-4.695 2.366 -1.161
2.022 -1.315 -1.222

The energy above the lowest of the compared OMol25 structures with the same formula, charge and spin is 91.7 kcal per mole. Its gap between HOMO and LUMO (alpha / beta) is 8.1526 / 5.2179 eV. For the LUMO energy (alpha / beta), the calculation gives -0.0541 / -0.1275 Ha. The total energy comes out at -25677.8103 eV. The total charge is 0.

***

[6]
Below is a cluster of 7 separate species, C24H67N5O7 in total, with properties calculated with wB97M-V/def2-TZVPD.

CARTESIAN COORDINATES (ANGSTROEM)
C: -19.5763 9.1311 -32.3139
C: -20.3300 10.3210 -31.8214
O: -20.0170 10.3458 -30.4154
H: -19.9423 8.1925 -31.8979
H: -18.5099 9.2513 -32.1231
H: -19.6876 9.0754 -33.3968
H: -21.4070 10.2956 -31.9871
H: -19.9698 11.2064 -32.3451
H: -20.5742 9.7440 -29.9164
C: -21.8378 7.1467 -29.9167
C: -22.6086 7.6933 -28.7689
O: -22.3848 9.0895 -28.7035
H: -21.8027 6.0580 -29.8774
H: -20.8147 7.5206 -29.9571
H: -22.3647 7.3308 -30.8530
H: -22.1937 7.2478 -27.8648
H: -23.6537 7.5046 -29.0145
H: -22.9237 9.3562 -27.9552
C: -20.7601 2.2201 -26.5434
C: -21.5684 3.2421 -27.3908
C: -22.4051 4.2075 -26.4998
O: -23.4098 4.8224 -27.3250
C: -24.4599 5.3497 -26.6497
N: -20.6487 4.0450 -28.2020
H: -21.3887 1.6078 -25.8969
H: -19.9959 2.7084 -25.9388
H: -20.3444 1.4728 -27.2194
H: -22.3044 2.7422 -28.0205
H: -21.7736 4.9912 -26.0815
H: -22.8207 3.5947 -25.6999
H: -25.1227 5.6952 -27.4431
H: -24.1780 6.1076 -25.9188
H: -24.9238 4.5840 -26.0279
H: -21.2202 4.7973 -28.5591
H: -20.0402 4.5885 -27.6067
C: -21.4064 5.2533 -32.7286
C: -20.4733 4.6441 -33.7635
C: -19.0229 5.0838 -33.5291
O: -18.8897 6.4776 -33.8731
C: -17.5576 6.9610 -33.8400
N: -20.6559 3.2039 -33.6677
H: -21.2079 4.8491 -31.7360
H: -22.4142 5.0893 -33.1101
H: -21.3140 6.3172 -32.5105
H: -20.8018 4.9277 -34.7634
H: -18.4153 4.4685 -34.1926
H: -18.7286 4.8752 -32.5005
H: -16.8344 6.4675 -34.4893
H: -17.1571 6.8614 -32.8311
H: -17.5696 7.9874 -34.2067
H: -20.5696 3.0168 -32.6790
H: -21.6355 3.0656 -33.8712
C: -24.7841 4.2619 -30.3047
C: -24.6257 2.7038 -30.0403
C: -25.7983 1.7761 -30.4517
O: -27.0356 2.1045 -29.8800
C: -27.2127 1.6912 -28.5052
N: -23.4017 2.2186 -30.7289
H: -25.8022 4.6104 -30.1306
H: -24.6265 4.4432 -31.3679
H: -24.0948 4.8944 -29.7453
H: -24.5295 2.6151 -28.9582
H: -25.5482 0.7318 -30.2645
H: -26.0649 1.8743 -31.5040
H: -26.8292 0.7073 -28.2354
H: -28.2398 1.6217 -28.1470
H: -26.6167 2.4369 -27.9791
H: -23.3108 1.2755 -30.3790
H: -22.6089 2.6468 -30.2728
C: -22.1918 7.7715 -35.3352
C: -23.4359 8.6903 -35.5203
C: -23.7740 9.3981 -34.1423
O: -24.1650 8.4114 -33.2462
C: -24.4578 8.9160 -31.9473
N: -23.1534 9.6519 -36.5599
H: -21.9892 7.0608 -36.1364
H: -22.2214 7.2009 -34.4070
H: -21.2932 8.3818 -35.2446
H: -24.3208 8.1295 -35.8214
H: -24.6135 10.0329 -34.4258
H: -22.9597 10.0285 -33.7850
H: -23.6741 9.5781 -31.5793
H: -24.5407 8.0867 -31.2447
H: -25.3677 9.4969 -31.7965
H: -23.8986 10.1960 -36.9708
H: -22.7232 9.1160 -37.3000
C: -25.5275 10.0867 -28.2076
C: -25.3685 9.9307 -26.7227
C: -26.2927 8.7879 -26.1818
O: -26.0143 8.5195 -24.7942
C: -26.7374 7.4003 -24.3170
N: -23.9779 9.6355 -26.4705
H: -26.5212 10.4742 -28.4325
H: -25.3135 9.2232 -28.8375
H: -24.8729 10.8690 -28.5918
H: -25.5985 10.8896 -26.2583
H: -25.9333 7.9168 -26.7296
H: -27.3572 8.8877 -26.3941
H: -26.4640 7.3805 -23.2620
H: -26.4642 6.4639 -24.8034
H: -27.8232 7.4763 -24.3753
H: -23.5749 10.4333 -26.0001
H: -24.0698 8.9954 -25.6946

Forces on atoms 1 to 2 (eV/Å):
-0.157 -0.274 -1.595
0.403 -0.622 1.383

The energy above the lowest of the compared OMol25 structures with the same formula, charge and spin is 9.2 kcal per mole. Its spin multiplicity is 2. Its gap between HOMO and LUMO (alpha / beta) is 8.5307 / 2.4693 eV. For the LUMO energy (alpha / beta), the calculation gives -0.0946 / -0.3173 Ha. Its expectation value of S² is 0.754. The total energy comes out at -47744.1281 eV. The total charge is +1.